ORCA calculation (ωB97M-V/def2-TZVPD) on a structure of composition C33H30FN4O6Tc at a distorted geometry.

```
75
Properties=species:S:1:pos:R:3
Tc -0.6313 1.2190 -1.1869
O 0.4215 2.4461 2.9094
C -0.5045 3.4228 3.0444
C -0.6510 4.0039 4.3011
C -1.5497 5.0317 4.4948
C -2.3441 5.4904 3.4460
C -2.2398 4.8990 2.2078
C -1.3263 3.8607 1.9877
C -1.2600 3.2328 0.6697
O -0.2399 2.4595 0.3541
N -2.2072 3.4477 -0.2064
N -1.9454 2.7952 -1.3654
C -2.4964 3.2089 -2.4670
C -2.0077 2.8692 -3.7627
C -2.7560 3.2176 -4.9009
C -2.2398 3.0710 -6.1624
C -0.9223 2.6183 -6.3141
C -0.1539 2.2937 -5.2219
C -0.6752 2.3752 -3.9177
O 0.0692 2.0423 -2.8937
H 0.4942 2.2248 1.9698
H -0.0309 3.6385 5.1091
H -1.6352 5.4852 5.4734
H -3.0364 6.3055 3.6049
H -2.8551 5.2214 1.3809
H -3.2880 3.9474 -2.3778
H -3.7549 3.6141 -4.7618
H -2.8331 3.3212 -7.0305
H -0.5052 2.5347 -7.3092
H 0.8691 1.9582 -5.3365
C 0.3898 -2.1997 5.4265
C 1.6142 -2.2211 4.5288
C 2.2662 -3.5981 4.4736
C 3.5991 -3.4981 3.7456
C 3.4365 -2.7908 2.4251
C 4.3830 -2.9447 1.4367
C 4.2301 -2.3132 0.2060
F 5.1793 -2.4746 -0.7206
C 3.1290 -1.5557 -0.0782
C 2.1397 -1.4056 0.9017
C 0.9348 -0.6599 0.5771
O 0.8716 -0.0708 -0.5560
C -0.0707 -0.6577 1.5638
C 0.1919 -1.2004 2.8032
N 1.3278 -1.7945 3.1397
C 2.3028 -1.9932 2.1690
C -1.4999 -0.1993 1.3488
O -2.3098 -0.3846 2.2281
O -1.7736 0.3456 0.2009
H 0.6905 -2.5626 6.4075
H -0.3949 -2.8575 5.0499
H -0.0102 -1.1950 5.5602
H 2.3499 -1.5094 4.9168
H 1.5977 -4.2937 3.9590
H 2.4131 -3.9685 5.4870
H 4.0220 -4.4892 3.5807
H 4.3143 -2.9466 4.3626
H 5.2534 -3.5647 1.6106
H 3.0106 -1.0717 -1.0365
H -0.5954 -1.1243 3.5394
C -2.0125 -3.4341 -3.3867
C -0.7566 -2.5712 -3.5868
C -0.4804 -2.3298 -5.0816
C 0.4632 -3.2199 -2.9052
C -0.9602 -1.2786 -2.9548
N -1.1086 -0.2563 -2.4589
H -1.8534 -4.3985 -3.8667
H -2.8880 -2.9649 -3.8347
H -2.2063 -3.5972 -2.3267
H -0.4030 -3.2902 -5.5892
H 0.4555 -1.7894 -5.2229
H -1.2874 -1.7584 -5.5402
H 0.6515 -4.1814 -3.3822
H 0.2778 -3.3890 -1.8438
H 1.3508 -2.5975 -3.0149
```

As for the spin multiplicity: 4. For the total energy, the calculation gives -57866.476 eV. Its total charge is +1.

Here are the Löwdin charges for atoms 1 to 2, given in e: 1.784 0.068